# 1
Formula: C16H33BrN3O2
Source: the OMol25 dataset
Level of theory: wB97M-V/def2-TZVPD

CARTESIAN COORDINATES (ANGSTROEM)
C  1.428  -2.533  -4.457
C  0.007  -2.031  -4.228
Br  -0.973  -2.230  -5.897
C  -0.030  -0.575  -3.787
C  0.663  -0.349  -2.466
C  1.435  0.795  -2.293
C  2.086  1.001  -1.092
N  1.978  0.104  -0.108
C  1.227  -0.999  -0.232
C  0.559  -1.252  -1.412
H  1.965  -1.898  -5.155
H  1.366  -3.521  -4.897
H  1.981  -2.623  -3.525
H  -0.482  -2.696  -3.527
H  0.512  0.002  -4.531
H  -1.044  -0.184  -3.739
H  1.552  1.534  -3.066
H  2.684  1.882  -0.931
H  2.468  0.242  0.766
H  1.143  -1.684  0.594
H  -0.027  -2.153  -1.464
C  3.240  3.906  3.295
C  2.735  4.839  2.199
C  1.206  4.907  2.091
O  0.616  3.775  1.466
C  0.411  2.658  2.305
N  3.354  4.461  0.924
H  3.168  2.857  3.007
H  4.290  4.107  3.503
H  2.682  4.045  4.222
H  3.080  5.846  2.448
H  0.945  5.755  1.454
H  0.743  5.086  3.068
H  0.147  2.947  3.324
H  1.302  2.018  2.327
H  -0.414  2.078  1.887
H  3.119  5.152  0.216
H  2.887  3.614  0.612
C  -4.487  -2.626  1.977
C  -3.382  -1.804  1.322
C  -2.914  -2.359  -0.031
O  -2.061  -3.487  0.039
C  -2.716  -4.738  0.205
N  -2.274  -1.651  2.273
H  -4.103  -3.538  2.433
H  -4.962  -2.048  2.769
H  -5.256  -2.902  1.254
H  -3.789  -0.808  1.126
H  -2.312  -1.583  -0.518
H  -3.766  -2.559  -0.692
H  -3.671  -4.761  -0.325
H  -2.874  -4.965  1.260
H  -2.067  -5.507  -0.212
H  -1.588  -1.006  1.888
H  -1.787  -2.541  2.331

Atoms 1-2, force components in eV/Å:
-0.3564 -0.1845 -0.1331
0.4202 -0.1657 -0.1776

Values from the calculation:
HOMO-LUMO gap: 0.275 Ha
E_HOMO: -0.435 Eh
Maximum force: 0.01777 Eh/bohr
DFT total energy: -95728.0432 eV
Charge: +1
ΔE to the lowest compared entry with this formula, charge and spin: 0.0 kcal per mole

Electronic structure analysis, natural (NBO) charges in units of e:
1 C -0.64
2 C -0.23
3 Br 0.03
4 C -0.48
5 C 0.13
6 C -0.22
7 C 0.10
8 N -0.43
9 C 0.10
10 C -0.24
11 H 0.22
12 H 0.24
13 H 0.21
14 H 0.22
15 H 0.24
16 H 0.27
17 H 0.26
18 H 0.25
19 H 0.45
20 H 0.25
21 H 0.27
22 C -0.61
23 C -0.09
24 C -0.08
25 O -0.56
26 C -0.24
27 N -0.81
28 H 0.18
29 H 0.23
30 H 0.21
31 H 0.20
32 H 0.19
33 H 0.18
34 H 0.19
35 H 0.13
36 H 0.18
37 H 0.36
38 H 0.32
39 C -0.62
40 C -0.08
41 C -0.07
42 O -0.57
43 C -0.25
44 N -0.81
45 H 0.21
46 H 0.23
47 H 0.21
48 H 0.19
49 H 0.16
50 H 0.18
51 H 0.18
52 H 0.18
53 H 0.19
54 H 0.33
55 H 0.35

# 2
Formula: C39H41ClMoN3O6STe
Source: the OMol25 dataset
Level of theory: wB97M-V/def2-TZVPD

CARTESIAN COORDINATES (ANGSTROEM)
Mo  -0.379  -0.673  -0.427
O  3.496  -4.934  -1.703
C  2.310  -5.497  -1.510
O  2.136  -6.680  -1.576
C  1.158  -4.586  -1.210
C  -0.153  -5.006  -1.010
Cl  -0.805  -6.558  -0.981
N  -0.924  -3.920  -0.760
N  -0.164  -2.809  -0.792
C  1.077  -3.194  -1.064
C  2.058  -2.086  -1.197
O  3.240  -2.266  -1.368
O  1.505  -0.893  -1.085
C  -2.346  -3.857  -0.612
C  -3.151  -4.418  -1.592
C  -4.528  -4.384  -1.426
C  -5.082  -3.772  -0.309
C  -4.260  -3.199  0.652
C  -2.880  -3.248  0.511
H  3.487  -3.957  -1.618
H  -2.713  -4.885  -2.464
H  -5.165  -4.833  -2.175
H  -6.156  -3.744  -0.186
H  -4.690  -2.725  1.525
H  -2.231  -2.845  1.278
C  -5.363  -3.272  4.821
C  -4.107  -2.627  4.322
C  -2.924  -3.369  4.225
C  -1.748  -2.785  3.801
C  -1.750  -1.433  3.458
C  -2.915  -0.678  3.533
C  -4.086  -1.281  3.967
S  -0.323  -0.589  2.882
C  0.956  -1.217  3.958
O  0.093  -1.238  1.539
H  -5.448  -4.297  4.465
H  -6.246  -2.717  4.512
H  -5.357  -3.306  5.913
H  -2.932  -4.419  4.489
H  -0.848  -3.382  3.724
H  -2.907  0.370  3.260
H  -4.994  -0.695  4.031
H  1.114  -2.271  3.734
H  0.646  -1.075  4.991
H  1.863  -0.656  3.750
C  -3.771  -0.803  -2.667
C  -3.000  0.199  -1.869
O  -3.204  1.379  -1.817
N  -1.916  -0.345  -1.132
Te  0.235  2.073  -0.814
C  1.005  3.759  0.246
C  1.300  3.794  1.611
C  1.058  2.661  2.538
C  1.894  4.965  2.208
C  2.193  6.094  1.488
C  2.815  7.310  2.096
C  1.862  6.043  0.130
C  1.257  4.901  -0.506
C  0.966  5.029  -1.958
C  1.937  1.907  -2.044
C  3.212  1.722  -1.508
C  3.476  1.531  -0.040
C  4.291  1.661  -2.384
C  4.127  1.746  -3.761
C  5.300  1.670  -4.691
C  2.836  1.881  -4.261
C  1.725  1.959  -3.430
C  0.364  2.031  -4.066
H  -4.822  -0.516  -2.683
H  -3.648  -1.807  -2.274
H  -3.400  -0.777  -3.694
H  0.402  1.905  2.116
H  0.658  3.019  3.487
H  2.024  2.191  2.762
H  2.104  4.922  3.270
H  3.077  7.138  3.137
H  2.127  8.154  2.051
H  3.720  7.589  1.556
H  2.063  6.899  -0.506
H  0.985  6.064  -2.287
H  0.008  4.570  -2.214
H  1.720  4.470  -2.528
H  2.660  0.986  0.440
H  3.613  2.484  0.480
H  4.388  0.954  0.101
H  5.285  1.511  -1.979
H  6.232  1.527  -4.147
H  5.387  2.585  -5.279
H  5.186  0.843  -5.392
H  2.687  1.917  -5.333
H  0.447  2.352  -5.102
H  -0.319  2.713  -3.558
H  -0.112  1.045  -4.073

Atoms 1-2, force components in eV/Å:
0.3545 -0.4737 0.0812
-0.0622 -0.0787 0.0097

Values from the calculation:
HOMO-LUMO gap (spin up / spin down): 0.285 / 0.144 Ha
E_HOMO (spin up / spin down): -0.487 / -0.487 Eh
Maximum force: 0.01375 Eh/bohr
Spin multiplicity: 2
DFT total energy: -90355.8833 eV
Charge: +2

Electronic structure analysis, Löwdin charges in units of e:
1 Mo 1.33
2 O 0.15
3 C -0.49
4 O 0.12
5 C -0.02
6 C -0.56
7 Cl 0.89
8 N -0.04
9 N 0.01
10 C -0.12
11 C -0.49
12 O 0.14
13 O -0.24
14 C -0.22
15 C -0.04
16 C -0.05
17 C -0.05
18 C -0.05
19 C -0.02
20 H 0.07
21 H 0.12
22 H 0.12
23 H 0.12
24 H 0.10
25 H 0.08
26 C -0.02
27 C -0.25
28 C -0.01
29 C -0.07
30 C -0.43
31 C -0.07
32 C -0.02
33 S 1.00
34 C -0.19
35 O -0.67
36 H 0.09
37 H 0.09
38 H 0.10
39 H 0.13
40 H 0.12
41 H 0.12
42 H 0.13
43 H 0.07
44 H 0.08
45 H 0.06
46 C 0.02
47 C -0.58
48 O 0.08
49 N -0.20
50 Te 1.57
51 C -0.36
52 C -0.21
53 C -0.05
54 C 0.07
55 C -0.22
56 C -0.01
57 C 0.13
58 C -0.22
59 C -0.04
60 C -0.42
61 C -0.29
62 C -0.06
63 C 0.01
64 C -0.24
65 C -0.03
66 C 0.01
67 C -0.32
68 C -0.07
69 H 0.10
70 H 0.05
71 H 0.10
72 H 0.00
73 H 0.11
74 H 0.12
75 H 0.14
76 H 0.09
77 H 0.10
78 H 0.10
79 H 0.15
80 H 0.10
81 H 0.07
82 H 0.10
83 H 0.04
84 H 0.08
85 H 0.10
86 H 0.13
87 H 0.08
88 H 0.09
89 H 0.09
90 H 0.13
91 H 0.09
92 H 0.04
93 H 0.09

# 3
Formula: C3H7N3
Source: the OMol25 dataset
Level of theory: wB97M-V/def2-TZVPD

CARTESIAN COORDINATES (ANGSTROEM)
C  1.178  -0.017  -0.047
C  -1.128  -0.675  0.054
C  -1.050  0.852  -0.151
H  2.956  -0.726  0.190
H  0.597  -1.989  -0.250
H  -1.856  -1.189  -0.603
H  -1.498  -0.939  1.070
H  -1.525  1.129  -1.005
H  -1.490  1.339  0.710
H  0.796  2.045  0.428
N  2.431  0.130  -0.072
N  0.231  -1.056  -0.177
N  0.357  1.098  -0.148

Atoms 1-2, force components in eV/Å:
-2.8161 0.6464 -1.2580
-0.9469 -0.5443 0.5485

Values from the calculation:
HOMO-LUMO gap: 0.352 Ha
E_HOMO: -0.319 Eh
Maximum force: 0.11839 Eh/bohr
DFT total energy: -7693.7874 eV
ΔE to the lowest compared entry with this formula, charge and spin: 20.6 kcal per mole

Electronic structure analysis, natural (NBO) charges in units of e:
1 C 0.58
2 C -0.21
3 C -0.21
4 H 0.34
5 H 0.40
6 H 0.20
7 H 0.17
8 H 0.18
9 H 0.19
10 H 0.41
11 N -0.77
12 N -0.65
13 N -0.63